Record 1
C6H8F3O10P | ωB97M-V with the def2-TZVPD basis set

The value obtained for the HOMO energy is -11.1 eV. The HOMO-LUMO gap is 11.12 eV. The calculation puts the calculated total energy at -44271.3074 eV. Its structure (SMILES) is O=C(OCOC(F)(F)F)OP(=O)(O)O.O=C1OCCO1.

Each atom is followed by the atoms it is bonded to, with distances in Å.
Positions of all 28 atoms, in Å:
1 P -2.439 -1.568 -1.585  O5 1.451, O6 1.599, O9 1.588, O11 1.622
2 F 2.880 0.251 -2.158  C17 1.330
3 F 0.796 0.060 -1.658  C17 1.359
4 F 2.211 0.637 -0.144  C17 1.303
5 O -3.797 -2.065 -1.716  P1 1.451
6 O -1.782 -1.067 -2.954  P1 1.599, H21 0.963
7 O -0.203 2.661 1.197  C15 1.431, C20 1.356
8 O 2.250 -1.407 -0.806  C17 1.347, C19 1.411
9 O -2.178 -0.364 -0.583  P1 1.588, H27 0.968
10 O -0.304 4.895 1.487  C20 1.187
11 O -1.418 -2.709 -1.051  P1 1.622, C16 1.367
12 O -0.116 -1.922 0.624  C16 1.184
13 O -0.243 3.497 3.256  C18 1.432, C20 1.354
14 O 0.770 -3.161 -1.057  C16 1.368, C19 1.412
15 C 0.077 1.562 2.069  O7 1.431, C18 1.518, H22 1.090, H24 1.087
16 C -0.233 -2.501 -0.402  O11 1.367, O12 1.184, O14 1.368
17 C 2.056 -0.130 -1.186  F2 1.330, F3 1.359, F4 1.303, O8 1.347
18 C -0.409 2.084 3.408  O13 1.432, C15 1.518, H23 1.086, H25 1.091
19 C 1.785 -2.408 -1.685  O8 1.411, O14 1.412, H26 1.097, H28 1.090
20 C -0.255 3.797 1.935  O7 1.356, O10 1.187, O13 1.354
21 H -0.832 -1.200 -3.037  O6 0.963
22 H 1.150 1.370 2.061  C15 1.090
23 H 0.175 1.733 4.255  C18 1.086
24 H -0.451 0.675 1.727  C15 1.087
25 H -1.465 1.871 3.580  C18 1.091
26 H 1.412 -1.960 -2.614  C19 1.097
27 H -2.031 0.471 -1.049  O9 0.968
28 H 2.594 -3.102 -1.915  C19 1.090


Record 2
C4H6 | ωB97M-V with the def2-TZVPD basis set

The value obtained for the HOMO energy is -9.8 eV. The value obtained for the energy above the lowest of the compared OMol25 structures with the same formula, charge and spin is 284.1 kJ/mol. The HOMO-LUMO gap is 11.11 eV. The calculation puts the calculated total energy at -4241.0164 eV. Its structure (SMILES) is C#C.C=C.

Each atom is followed by the atoms it is bonded to, with distances in Å.
Positions of all 10 atoms, in Å:
1 C -2.518 0.033 0.079  C4 1.228, H7 1.225
2 C 1.464 -0.544 0.121  C3 1.326, H5 1.070, H10 1.083
3 C 1.105 0.725 -0.017  C2 1.326, H8 1.087, H9 1.103
4 C -1.451 -0.535 -0.139  C1 1.228, H6 1.133
5 H 1.994 -1.081 -0.638  C2 1.070
6 H -0.475 -1.004 -0.474  C4 1.133
7 H -3.302 0.972 0.151  C1 1.225
8 H 1.343 1.336 -0.883  C3 1.087
9 H 0.588 1.248 0.806  C3 1.103
10 H 1.251 -1.150 0.993  C2 1.083


Record 3
C22H25N3OS | ωB97M-V with the def2-TZVPD basis set

The value obtained for the HOMO energy is -8.4 eV. The value obtained for the energy above the lowest of the compared OMol25 structures with the same formula, charge and spin is 9.6 kJ/mol. The HOMO-LUMO gap is 8.83 eV. The calculation puts the calculated total energy at -40573.4232 eV. Its structure (SMILES) is CCC1=Nc2cc(C(=O)NCCN3CCCC3)ccc2Sc2ccccc21.

Each atom is followed by the atoms it is bonded to, with distances in Å.
Positions of all 52 atoms, in Å:
1 S -4.052 -1.493 -1.569  C6 1.788, C18 1.784
2 O 2.432 -3.308 -1.138  C19 1.217
3 N -2.630 -1.228 1.153  C20 1.266, C23 1.369
4 N 4.299 0.576 0.222  C15 1.463, C22 1.447, C24 1.456
5 N 2.391 -1.767 0.513  C19 1.355, C27 1.443, H33 1.006
6 C -4.050 0.248 -1.161  S1 1.788, C14 1.385, C25 1.395
7 C -4.363 -0.228 2.447  C16 1.521, C20 1.501, H46 1.093, H48 1.094
8 C -0.171 -2.512 -1.941  C11 1.380, C26 1.394, H52 1.079
9 C 4.691 2.864 -0.100  C10 1.526, C24 1.522, H28 1.088, H39 1.090
10 C 3.403 2.532 -0.847  C9 1.526, C15 1.534, H32 1.091, H47 1.088
11 C -1.507 -2.282 -2.199  C8 1.380, C18 1.384, H51 1.079
12 C -4.348 2.520 -1.864  C14 1.383, C21 1.385, H45 1.079
13 C -3.798 2.028 0.419  C21 1.383, C25 1.392, H38 1.080
14 C -4.334 1.168 -2.157  C6 1.385, C12 1.383, H31 1.079
15 C 3.063 1.126 -0.335  N4 1.463, C10 1.534, H37 1.098, H44 1.097
16 C -4.058 -1.320 3.462  C7 1.521, H34 1.086, H43 1.086, H50 1.087
17 C -0.478 -1.785 0.328  C23 1.397, C26 1.386, H29 1.080
18 C -2.330 -1.786 -1.203  S1 1.784, C11 1.384, C23 1.402
19 C 1.815 -2.498 -0.472  O2 1.217, N5 1.355, C26 1.495
20 C -3.523 -0.333 1.208  N3 1.266, C7 1.501, C25 1.481
21 C -4.067 2.949 -0.577  C12 1.385, C13 1.383, H30 1.080
22 C 4.589 -0.797 -0.132  N4 1.447, C27 1.536, H40 1.103, H42 1.092
23 C -1.834 -1.547 0.086  N3 1.369, C17 1.397, C18 1.402
24 C 5.381 1.507 -0.065  N4 1.456, C9 1.522, H36 1.103, H41 1.093
25 C -3.794 0.663 0.146  C6 1.395, C13 1.392, C20 1.481
26 C 0.357 -2.241 -0.679  C8 1.394, C17 1.386, C19 1.495
27 C 3.815 -1.794 0.743  N5 1.443, C22 1.536, H35 1.093, H49 1.092
28 H 5.289 3.626 -0.595  C9 1.088
29 H -0.120 -1.625 1.334  C17 1.080
30 H -4.065 4.004 -0.346  C21 1.080
31 H -4.546 0.814 -3.154  C14 1.079
32 H 3.593 2.507 -1.921  C10 1.091
33 H 1.878 -1.005 0.923  N5 1.006
34 H -4.218 -2.298 3.018  C16 1.086
35 H 4.157 -2.804 0.505  C27 1.093
36 H 5.857 1.301 -1.038  C24 1.103
37 H 2.660 0.495 -1.138  C15 1.098
38 H -3.574 2.371 1.418  C13 1.080
39 H 4.465 3.190 0.915  C9 1.090
40 H 4.367 -1.012 -1.190  C22 1.103
41 H 6.142 1.434 0.715  C24 1.093
42 H 5.654 -0.970 0.036  C22 1.092
43 H -3.021 -1.259 3.779  C16 1.086
44 H 2.312 1.185 0.462  C15 1.097
45 H -4.572 3.236 -2.640  C12 1.079
46 H -4.209 0.758 2.896  C7 1.093
47 H 2.604 3.246 -0.656  C10 1.088
48 H -5.413 -0.275 2.141  C7 1.094
49 H 4.002 -1.577 1.796  C27 1.092
50 H -4.702 -1.216 4.332  C16 1.087
51 H -1.924 -2.481 -3.175  C11 1.079
52 H 0.484 -2.904 -2.703  C8 1.079